Record 1
The following is a DFT calculation (the ωB97M-V functional and the def2-TZVPD basis) of a molecular structure, C25H22O3PSSe2TcTe2.

```
57
C25H22O3PSSe2TcTe2 (the ωB97M-V functional and the def2-TZVPD basis)
Tc -0.73 7.36 13.75
C 1.07 7.47 11.02
C -0.19 7.05 11.82
C -0.32 5.71 12.32
C -1.41 4.98 11.87
C -2.58 5.66 11.45
C -2.70 7.08 11.57
C -1.46 7.80 11.74
H 1.82 6.82 11.45
H 1.28 8.54 11.16
H 1.13 7.25 9.96
H 0.58 5.11 12.56
H -1.37 3.90 11.80
H -3.43 5.16 10.91
H -3.66 7.64 11.32
H -1.44 8.89 11.59
Se 0.85 8.90 14.12
Te 3.37 11.47 15.77
Te 1.54 11.76 17.55
Se 0.08 10.62 15.77
O -2.73 6.13 14.27
S -2.92 7.14 15.43
O -4.29 7.52 15.74
O -2.11 8.35 15.02
C -2.29 6.37 16.94
C -3.09 6.25 18.14
C -2.68 5.39 19.17
C -1.41 4.80 19.11
C -0.65 5.01 17.98
C -1.03 5.85 16.95
P 0.15 5.91 15.53
C 1.62 6.55 16.36
C 1.65 7.36 17.47
C 2.87 7.95 17.91
C 4.06 7.59 17.32
C 4.04 6.74 16.24
C 2.83 6.28 15.73
C 0.50 4.19 15.13
C 1.63 3.56 15.65
C 1.79 2.19 15.34
C 0.83 1.45 14.71
C -0.40 2.01 14.46
C -0.56 3.37 14.60
H -4.03 6.85 18.18
H -3.32 5.21 20.03
H -1.12 4.14 19.88
H 0.29 4.46 17.84
H 0.74 7.75 17.90
H 2.86 8.61 18.73
H 4.96 8.08 17.57
H 4.97 6.37 15.78
H 2.91 5.73 14.80
H 2.40 4.08 16.21
H 2.71 1.74 15.68
H 1.08 0.41 14.33
H -1.26 1.52 14.03
H -1.47 3.91 14.30
```

The value obtained for the highest occupied orbital energy (alpha / beta) is -10.2 / -10.1 eV. The HOMO-LUMO gap (alpha / beta) comes out at 5.7 / 5.2 eV. For the LUMO energy (alpha / beta), the calculation gives -4.529 / -4.861 eV. Its total charge is +1. For the total energy, the calculation gives -7350.4909 Eh. As for the expectation value of S²: 3.8219. Its spin multiplicity is 4.

Record 2
The following is a DFT calculation (the ωB97M-V functional and the def2-TZVPD basis) of a molecular structure, C25H23BrClN2O4PRh.

```
58
C25H23BrClN2O4PRh (the ωB97M-V functional and the def2-TZVPD basis)
Rh 0.39 0.31 0.12
Cl -2.46 -3.20 5.78
C -1.58 -2.23 4.64
C -0.57 -1.36 5.11
C 0.14 -0.59 4.23
C -0.12 -0.62 2.84
O 0.60 0.16 2.08
C -1.13 -1.51 2.37
C -1.45 -1.71 1.01
N -0.92 -1.13 -0.02
C -1.28 -1.46 -1.36
C -2.14 -2.45 -1.76
C -2.40 -2.66 -3.13
C -1.81 -1.89 -4.09
C -0.92 -0.86 -3.72
C -0.30 0.02 -4.63
C 0.53 1.01 -4.18
C 0.76 1.12 -2.80
N 0.21 0.31 -1.93
C -0.64 -0.67 -2.35
C -1.85 -2.30 3.31
H -0.37 -1.32 6.17
H 0.91 0.08 4.58
H -2.21 -2.47 0.82
H -2.64 -3.09 -1.04
H -3.09 -3.45 -3.41
H -2.03 -2.05 -5.14
H -0.49 -0.10 -5.69
H 1.01 1.70 -4.86
H 1.42 1.89 -2.40
H -2.62 -2.98 2.95
C 3.76 -0.96 2.17
O 3.74 0.26 1.41
P 2.98 0.37 0.03
O 3.52 1.78 -0.51
C 3.12 2.96 0.20
O 3.77 -0.65 -0.90
C 3.13 -1.38 -1.96
H 4.67 -0.95 2.76
H 3.78 -1.83 1.50
H 2.89 -1.00 2.82
H 3.61 3.00 1.17
H 2.03 2.99 0.34
H 3.42 3.81 -0.41
H 3.79 -2.20 -2.21
H 2.99 -0.74 -2.83
H 2.17 -1.78 -1.63
Br -4.47 4.81 0.71
C -3.15 3.48 0.52
C -3.14 2.66 -0.60
C -2.17 1.68 -0.74
C -1.19 1.52 0.23
C -1.22 2.33 1.37
C -2.19 3.31 1.51
H -3.90 2.79 -1.36
H -2.22 1.07 -1.62
H -0.48 2.22 2.15
H -2.19 3.94 2.39
```

The value obtained for the highest occupied orbital energy is -10.6 eV. The HOMO-LUMO gap comes out at 6.6 eV. For the LUMO energy, the calculation gives -4.008 eV. Its total charge is +1. For the total energy, the calculation gives -4862.9051 Eh.

Record 3
The following is a DFT calculation (the ωB97M-V functional and the def2-TZVPD basis) of C25H23BrF6NO6P in the gas phase.

```
63
C25H23BrF6NO6P (the ωB97M-V functional and the def2-TZVPD basis)
C -4.81 2.37 1.04
C -4.33 1.65 -0.20
O -3.95 2.61 -1.18
C -2.68 2.40 -1.75
C -2.69 1.26 -2.74
O -1.36 1.05 -3.25
C -0.67 0.02 -2.71
C -0.95 -1.29 -3.11
C -2.01 -1.50 -4.15
O -3.30 -1.63 -3.53
N -4.07 -2.60 -4.19
O -5.13 -2.67 -3.74
C -0.23 -2.37 -2.58
C -0.58 -3.78 -3.01
C 0.08 -4.88 -2.22
F -0.28 -4.80 -0.88
C 0.79 -2.13 -1.67
C 1.06 -0.83 -1.28
C 0.36 0.26 -1.79
C 0.79 1.61 -1.35
O 0.80 2.58 -2.07
C 1.29 1.69 0.07
C 1.12 2.82 0.86
Br 0.23 4.38 0.30
C 1.59 2.82 2.17
C 2.22 1.72 2.75
P 2.64 2.16 4.51
C 1.53 1.09 5.51
C 4.30 1.48 4.85
C 2.36 0.55 1.95
C 2.90 -0.76 2.49
F 2.19 -1.80 1.97
F 2.71 -0.83 3.83
C 4.43 -1.06 2.23
F 4.60 -2.09 1.41
F 5.02 0.02 1.70
F 5.06 -1.34 3.38
C 1.93 0.57 0.63
C 2.17 -0.55 -0.32
O 3.21 -1.16 -0.36
H -4.03 3.03 1.42
H -5.07 1.65 1.80
H -5.69 2.97 0.80
H -5.12 1.02 -0.61
H -3.49 0.99 0.04
H -1.94 2.20 -0.97
H -2.39 3.33 -2.25
H -3.34 1.49 -3.59
H -3.07 0.35 -2.27
H -1.82 -2.41 -4.73
H -2.02 -0.66 -4.85
H -1.66 -3.92 -2.93
H -0.30 -3.93 -4.05
H 1.17 -4.84 -2.28
H -0.25 -5.85 -2.59
H 1.38 -2.92 -1.23
H 1.47 3.72 2.76
H 1.10 1.71 6.30
H 0.72 0.69 4.90
H 2.06 0.26 5.97
H 4.27 0.45 5.21
H 4.92 1.52 3.96
H 4.74 2.10 5.62
```

The value obtained for the highest occupied orbital energy is -8.9 eV. The HOMO-LUMO gap comes out at 7.9 eV. For the LUMO energy, the calculation gives -1.012 eV. For the total energy, the calculation gives -4987.1062 Eh.

Record 4
The following is a DFT calculation (the ωB97M-V functional and the def2-TZVPD basis) of a molecular structure, C25H23N4O3Pt.

```
56
C25H23N4O3Pt (the ωB97M-V functional and the def2-TZVPD basis)
Pt 0.71 0.19 -1.42
C 4.10 -1.85 -3.01
C 2.82 -1.58 -2.28
O 2.45 -0.38 -2.27
C 2.18 -2.71 -1.68
C 0.99 -2.83 -0.98
C 0.49 -4.15 -0.51
N 0.26 -1.72 -0.73
N -0.89 -1.84 -0.11
C -1.53 -0.65 0.00
O -1.09 0.44 -0.51
C -2.78 -0.61 0.76
C -3.38 0.61 1.03
C -4.53 0.66 1.79
C -5.09 -0.52 2.29
C -4.49 -1.74 2.02
C -3.33 -1.80 1.26
H 4.57 -0.91 -3.30
H 3.88 -2.43 -3.91
H 4.78 -2.44 -2.40
H 2.71 -3.64 -1.85
H 1.17 -4.94 -0.78
H -0.49 -4.35 -0.94
H 0.35 -4.13 0.58
H -2.94 1.52 0.64
H -5.01 1.61 2.00
H -5.99 -0.48 2.88
H -4.92 -2.65 2.40
H -2.86 -2.74 1.05
C 1.95 1.47 1.50
N 1.61 1.62 0.10
C 1.88 2.89 -0.47
C 1.40 3.07 -1.86
C 1.11 4.35 -2.50
C 0.37 4.32 -3.65
C -0.14 3.11 -4.15
N 0.01 1.93 -3.49
C 0.93 0.66 2.26
C -0.04 1.31 3.03
C -0.98 0.58 3.74
C -0.96 -0.81 3.69
C 0.00 -1.46 2.94
C 0.95 -0.73 2.23
H 2.06 2.46 1.95
H 2.93 0.98 1.55
H 2.02 3.73 0.21
H 1.52 5.26 -2.10
H 0.17 5.23 -4.19
H -0.70 3.07 -5.07
H -0.05 2.39 3.07
H -1.72 1.09 4.33
H -1.70 -1.38 4.24
H 0.03 -2.54 2.90
H 1.72 -1.24 1.66
O 2.82 2.79 -1.52
C 0.70 1.91 -2.41
```

The value obtained for the highest occupied orbital energy (alpha / beta) is -10.3 / -12.0 eV. The HOMO-LUMO gap (alpha / beta) comes out at 7.1 / 6.5 eV. For the LUMO energy (alpha / beta), the calculation gives -3.168 / -5.497 eV. Its total charge is +1. For the total energy, the calculation gives -1530.1155 Eh. As for the expectation value of S²: 6.0719. Its spin multiplicity is 5.